107
Properties=species:S:1:pos:R:3 method="wB97M-V/def2-TZVPD" fmax_ha_per_bohr=0.134 homo_energy_ev=-2.2390 charge=-1 orbital_gap_ev=3.43 mol_weight_g_mol=1612.02 e_lumo_ev=1.186
C 4.855 3.118 -4.128
P 4.524 4.967 -4.576
O 3.963 5.623 -3.052
N 3.308 5.081 -5.820
C 1.984 5.534 -5.311
C 1.320 4.284 -4.534
C 1.014 4.432 -3.028
C 0.418 3.218 -2.282
C 0.156 1.895 -3.048
C 0.416 1.713 -4.615
C 1.022 2.994 -5.340
H 4.378 2.396 -4.872
H 4.471 2.923 -3.057
H 5.987 2.968 -4.087
H 3.959 6.589 -3.213
H 2.098 6.465 -4.655
H 1.353 5.866 -6.224
H 1.249 5.409 -2.474
H 0.185 3.275 -1.160
H -0.250 1.002 -2.464
H 0.207 0.738 -5.141
H 1.245 2.972 -6.446
C 0.134 0.099 0.761
Cl -0.943 0.005 -0.645
Cl 1.375 1.340 0.564
H -0.459 0.337 1.638
H 0.622 -0.867 0.892
C -3.093 4.544 -3.193
Cl -1.690 3.527 -3.559
Cl -2.602 6.118 -2.540
H -3.664 4.706 -4.107
H -3.715 4.036 -2.456
C 2.103 -3.700 2.538
Cl 1.960 -2.107 1.780
Cl 0.827 -4.795 1.978
H 3.069 -4.124 2.280
H 2.023 -3.590 3.620
C -1.007 0.855 -8.400
Cl -0.024 1.422 -7.042
Cl -0.033 0.657 -9.866
H -1.451 -0.105 -8.140
H -1.793 1.583 -8.595
C -2.963 -2.066 1.890
Cl -1.503 -3.001 1.530
Cl -2.575 -0.523 2.660
H -3.498 -1.874 0.960
H -3.594 -2.645 2.566
C -5.194 2.014 3.631
Cl -5.356 3.613 2.896
Cl -6.455 0.915 3.057
H -4.221 1.602 3.371
H -5.276 2.111 4.713
C 5.708 1.263 -0.553
Cl 4.927 2.791 -0.136
Cl 4.709 -0.113 -0.067
H 5.865 1.225 -1.631
H 6.665 1.203 -0.037
C -9.320 3.862 3.750
Cl -9.963 5.259 2.879
Cl -9.592 4.014 5.491
H -9.818 2.962 3.392
H -8.250 3.791 3.565
C -6.380 -2.177 5.337
Cl -5.495 -1.647 6.771
Cl -5.318 -2.267 3.927
H -6.802 -3.163 5.525
H -7.179 -1.466 5.132
C 1.298 -6.536 5.274
Cl 0.102 -6.561 6.575
Cl 2.493 -5.255 5.528
H 1.810 -7.497 5.246
H 0.789 -6.361 4.327
C -9.282 7.564 7.363
Cl -9.926 8.961 6.492
Cl -9.553 7.715 9.103
H -9.779 6.663 7.004
H -8.212 7.493 7.176
C 5.357 -5.615 0.733
Cl 4.732 -4.215 -0.144
Cl 5.098 -5.445 2.475
H 4.842 -6.509 0.385
H 6.424 -5.706 0.540
C 1.767 -1.887 -3.833
Cl 1.005 -0.335 -3.449
Cl 0.811 -3.247 -3.217
H 1.856 -1.980 -4.915
H 2.757 -1.917 -3.378
C 1.533 -7.821 0.000
Cl 2.442 -7.301 1.425
Cl 2.580 -7.932 -1.420
H 1.097 -8.799 0.196
H 0.744 -7.097 -0.198
C 4.575 -8.105 4.898
Cl 5.944 -7.840 5.983
Cl 3.607 -9.492 5.417
H 3.947 -7.215 4.897
H 4.951 -8.293 3.893
C 6.251 -6.408 -3.484
Cl 6.259 -4.678 -3.130
Cl 5.720 -7.344 -2.081
H 5.571 -6.596 -4.313
H 7.259 -6.719 -3.756
C -1.239 6.600 0.735
Cl 0.173 5.599 0.388
Cl -0.762 8.179 1.375
H -1.806 6.747 -0.184
H -1.859 6.093 1.474